# 1
A structure of composition C11H18AuBN5O2S2, computed with ωB97M-V/def2-TZVPD.

The orbital gap (spin up / spin down) comes out at 8.66 / 5.73 eV.

```
! RIJCOSX wB97M-V def2-TZVPD def2/J DEFGRID3
* xyz 1 3
Au -0.14 -1.80 0.10
N -0.31 -2.86 2.04
C -1.78 -3.09 2.26
C -2.66 -1.82 2.43
C -2.81 -0.95 1.17
O -3.56 0.05 1.19
O -2.14 -1.22 0.10
H 0.11 -3.73 1.88
H 0.17 -2.40 2.78
H -2.00 -3.70 3.11
H -2.14 -3.63 1.42
H -2.29 -1.08 3.22
H -3.58 -2.24 2.79
C 4.94 -0.88 -1.48
N 3.68 -0.20 -1.79
C 3.46 0.81 -2.69
C 2.16 1.03 -2.83
N 1.52 0.21 -1.91
B -0.01 0.20 -1.72
N -0.36 1.27 -0.70
C 0.20 1.47 0.54
C -0.58 2.42 1.15
N -1.66 2.68 0.39
C -2.85 3.54 0.79
C -1.52 2.02 -0.78
S -2.43 2.30 -2.13
C 2.47 -0.59 -1.31
S 2.21 -1.86 -0.24
H 5.66 -0.38 -2.18
H 4.98 -2.02 -1.70
H 5.31 -0.84 -0.46
H 4.24 1.19 -3.31
H 1.70 1.76 -3.46
H -0.45 0.53 -2.78
H -0.53 -0.98 -1.53
H 1.01 0.93 0.91
H -0.56 2.82 2.16
H -2.78 4.50 0.26
H -2.93 3.52 1.90
H -3.78 3.00 0.41
*
```

=====

# 2
An isolated molecule of CClF3, computed with ωB97M-V/def2-TZVPD.

The orbital gap comes out at 12.24 eV. The energy relative to the best compared isomer or geometry (same formula, charge and spin) comes out at 66.0 kJ/mol. As for the structure (SMILES): FC(F)(F)Cl.

```
! RIJCOSX wB97M-V def2-TZVPD def2/J DEFGRID3
* xyz 0 1
F 0.35 1.32 -0.08
C 0.16 0.03 0.04
F 0.69 -0.69 -0.99
F 0.62 -0.55 1.05
Cl -1.82 -0.11 -0.02
*
```

=====

# 3
A structure of composition C6H14BiClIO3P, computed with ωB97M-V/def2-TZVPD.

The orbital gap (spin up / spin down) comes out at 3.97 / 3.84 eV. The energy relative to the best compared isomer or geometry (same formula, charge and spin) comes out at 0.0 kJ/mol.

```
! RIJCOSX wB97M-V def2-TZVPD def2/J DEFGRID3
* xyz 2 1
C -1.46 1.16 -0.93
C -1.92 -0.13 -0.36
H -2.00 1.41 -1.85
H -0.38 1.17 -1.17
H -1.66 1.98 -0.23
O -2.56 -1.02 -0.92
I -1.55 -0.33 1.77
Bi 2.17 2.83 0.62
P 1.13 -0.50 0.04
C 0.76 -2.30 -0.09
C 1.98 -0.28 -1.57
H 2.88 0.42 1.53
H 3.35 -1.11 0.68
H 2.19 -1.16 2.08
C 2.54 -0.59 1.20
H 2.39 0.73 -1.60
H 2.78 -1.02 -1.70
H 1.52 -2.77 -0.73
H -0.22 -2.43 -0.54
H 1.23 -0.40 -2.36
H 0.79 -2.78 0.90
C -3.80 -2.07 1.05
O -4.56 -2.79 0.63
Cl 3.86 3.99 -0.68
O -3.07 3.00 1.19
H -2.60 2.62 1.96
H -3.80 2.37 1.07
*
```

=====

# 4
A cluster of 4 separate species, C23H37NO3S in total, computed with ωB97M-V/def2-TZVPD.

The orbital gap comes out at 8.87 eV. The energy relative to the best compared isomer or geometry (same formula, charge and spin) comes out at 36.4 kJ/mol. As for the structure (SMILES): CCc1cccc2c1Nc1ccccc1S2.CC(C)O.CC(C)O.CC(C)O.

```
! RIJCOSX wB97M-V def2-TZVPD def2/J DEFGRID3
* xyz 0 1
C 1.96 -1.80 1.50
C 1.26 -0.49 0.98
C 0.97 -0.54 -0.51
C 1.86 -1.10 -1.44
C 1.56 -1.10 -2.79
C 0.37 -0.59 -3.29
C -0.52 -0.06 -2.37
C -0.24 -0.04 -1.01
N -1.18 0.53 -0.08
C -2.50 -0.02 -0.24
C -3.18 -0.53 0.83
C -4.46 -1.06 0.65
C -5.10 -1.05 -0.57
C -4.40 -0.52 -1.69
C -3.12 -0.04 -1.49
S -2.12 0.61 -2.84
H 2.95 -1.52 1.90
H 2.07 -2.54 0.70
H 1.34 -2.28 2.26
H 1.77 0.43 1.28
H 0.28 -0.47 1.48
H 2.79 -1.52 -1.07
H 2.24 -1.54 -3.52
H 0.14 -0.63 -4.35
H -1.28 1.52 -0.29
H -2.68 -0.54 1.80
H -4.95 -1.48 1.53
H -6.11 -1.44 -0.71
H -4.81 -0.46 -2.70
C 5.77 -1.40 4.74
C 5.41 -2.73 4.07
C 6.56 -3.72 4.18
O 5.10 -2.50 2.69
H 6.63 -0.95 4.25
H 4.94 -0.70 4.64
H 5.99 -1.54 5.79
H 4.52 -3.14 4.53
H 7.45 -3.34 3.68
H 6.29 -4.66 3.69
H 6.80 -3.93 5.22
H 5.88 -2.13 2.27
C 3.21 3.16 0.37
C 4.72 2.99 0.44
C 5.32 2.83 -0.94
O 5.03 1.85 1.24
H 2.74 2.28 -0.09
H 2.78 3.26 1.37
H 2.93 4.04 -0.22
H 5.16 3.85 0.94
H 4.92 1.94 -1.44
H 6.40 2.70 -0.87
H 5.12 3.70 -1.57
H 4.64 1.07 0.81
C -9.54 1.19 -2.62
C -8.05 1.24 -2.34
C -7.37 2.34 -3.14
O -7.46 -0.02 -2.65
H -9.72 0.98 -3.68
H -10.02 0.40 -2.05
H -10.02 2.14 -2.37
H -7.89 1.42 -1.27
H -7.48 2.16 -4.21
H -6.30 2.36 -2.93
H -7.79 3.32 -2.91
H -7.60 -0.18 -3.59
*
```

=====

# 5
An isolated molecule of C5H6N2O, computed with ωB97M-V/def2-TZVPD.

The orbital gap comes out at 9.76 eV. The energy relative to the best compared isomer or geometry (same formula, charge and spin) comes out at 519.8 kJ/mol. As for the structure (SMILES): C1=C[C@H]2CN2N=CO1.

```
! RIJCOSX wB97M-V def2-TZVPD def2/J DEFGRID3
* xyz 0 1
C 1.67 -0.72 0.02
C 0.40 -1.21 0.04
C -0.85 -0.61 -0.62
C -1.83 -0.02 0.28
N -1.06 0.89 -0.45
N -0.21 1.76 0.00
C 1.09 1.54 -0.01
O 2.03 0.47 -0.33
H 2.59 -1.38 0.27
H 0.40 -2.14 0.60
H -1.23 -1.25 -1.55
H -1.91 -0.19 1.43
H -2.83 0.43 0.01
H 1.75 2.43 0.30
*
```

=====

# 6
A cluster of 2 separate species, C3H3BrO2 in total, computed with ωB97M-V/def2-TZVPD.

The orbital gap (spin up / spin down) comes out at 8.01 / 8.34 eV. The energy relative to the best compared isomer or geometry (same formula, charge and spin) comes out at 417.6 kJ/mol.

```
! RIJCOSX wB97M-V def2-TZVPD def2/J DEFGRID3
* xyz 0 1
C -0.42 1.49 -1.22
C 0.16 -0.90 1.18
C 0.46 -0.66 -0.26
O 0.33 2.29 -1.61
O 1.34 -0.33 0.77
Br -2.30 1.51 -1.30
H -0.53 -0.18 1.80
H 0.17 -1.92 1.57
H 0.78 -1.31 -0.93
*
```

=====

The records above give, respectively, max |F| values of 2.80, 4.97, 4.46, 1.91, 6.66, 6.84 eV/Å.
The records above give, respectively, total energy values of -1810.926277, -797.881870, -1775.800638, -1577.242596, -378.672958, -2840.426273 Eh.